[1]
This record from the OMol25 dataset describes a molecular structure, ArH20O10. The level of theory is ωB97M-V with the def2-TZVPD basis set.

Element x y z (Å)
Ar1 -0.04 -0.23 0.94
O1 -1.01 2.51 -2.03
H1 -0.17 2.09 -2.16
H2 -1.00 2.79 -1.11
O2 3.43 -0.12 1.26
H3 2.92 0.61 0.90
H4 3.60 0.13 2.17
O3 -3.14 -2.44 -1.09
H5 -3.46 -2.04 -1.90
H6 -2.25 -2.11 -1.00
O4 -0.80 3.19 0.67
H7 0.01 2.73 0.87
H8 -0.63 4.10 0.90
O5 1.20 -2.13 -2.74
H9 0.45 -1.72 -3.15
H10 0.84 -2.59 -1.98
O6 -3.21 2.18 1.34
H11 -3.65 2.09 0.49
H12 -2.36 2.58 1.13
O7 2.06 2.32 0.74
H13 2.29 2.72 1.58
H14 2.40 2.94 0.09
O8 -1.90 -1.86 3.53
H15 -2.57 -1.20 3.35
H16 -1.17 -1.36 3.91
O9 -0.40 -3.52 -0.74
H17 -0.10 -4.16 -0.09
H18 -0.65 -4.05 -1.50
O10 3.33 -0.93 -1.70
H19 2.50 -1.35 -1.93
H20 3.48 -1.18 -0.79

Calculated values
- HOMO (eV) = -10.31
- total energy (Eh) = -1291.8918
- charge = 0
- energy relative to the best compared isomer or geometry (same formula, charge and spin) (kcal/mol) = 17.38
- maximum force (eV Å⁻¹) = 0.8

[2]
This record from the OMol25 dataset describes a molecular structure, ArH24O12 at a distorted geometry. The level of theory is ωB97M-V with the def2-TZVPD basis set.

Element x y z (Å)
Ar1 -0.03 0.25 0.29
O1 -0.33 -1.95 4.02
H1 -1.27 -1.77 3.91
H2 0.10 -1.12 3.82
O2 2.63 0.57 -1.40
H3 3.45 0.41 -1.87
H4 1.95 0.36 -2.04
O3 2.59 2.78 0.11
H5 1.99 3.42 -0.27
H6 2.49 2.00 -0.43
O4 0.88 0.54 3.83
H7 0.85 1.42 3.45
H8 0.41 0.62 4.66
O5 0.43 -3.06 1.37
H9 1.31 -2.67 1.30
H10 0.02 -2.57 2.08
O6 -1.29 1.85 -2.11
H11 -1.16 2.38 -2.90
H12 -0.94 2.40 -1.40
O7 -0.27 -2.78 -1.33
H13 -0.04 -3.13 -0.47
H14 0.56 -2.70 -1.79
O8 -3.93 -1.00 0.56
H15 -3.18 -0.82 -0.01
H16 -4.19 -0.14 0.89
O9 -2.16 3.24 0.31
H17 -2.48 3.84 -0.36
H18 -2.94 2.79 0.63
O10 0.55 0.00 -3.16
H19 -0.05 0.69 -2.88
H20 0.93 0.34 -3.97
O11 2.78 -1.66 0.40
H21 2.55 -0.86 -0.08
H22 3.73 -1.67 0.40
O12 -2.28 -0.90 -1.92
H23 -1.35 -1.13 -1.89
H24 -2.31 0.04 -1.76

Calculated values
- HOMO (eV) = -10.30
- total energy (Eh) = -1444.7883
- charge = 0
- energy relative to the best compared isomer or geometry (same formula, charge and spin) (kcal/mol) = 26.68
- maximum force (eV Å⁻¹) = 1.2

[3]
This record from the OMol25 dataset describes a molecular structure, ArH24O12 at a distorted geometry. The level of theory is ωB97M-V with the def2-TZVPD basis set.

Element x y z (Å)
Ar1 -18.08 -5.61 11.23
O1 -20.06 -4.86 14.64
H1 -19.36 -5.07 14.03
H2 -19.85 -5.36 15.43
O2 -20.23 -5.09 8.43
H3 -20.70 -4.29 8.19
H4 -19.30 -4.83 8.41
O3 -16.97 -4.87 14.10
H5 -17.05 -5.80 14.32
H6 -17.31 -4.41 14.87
O4 -15.24 -6.64 8.89
H7 -16.20 -6.70 8.89
H8 -15.06 -5.78 9.28
O5 -22.14 -4.91 10.48
H9 -22.20 -4.02 10.82
H10 -21.31 -4.93 10.00
O6 -17.90 -7.76 8.63
H11 -18.45 -8.08 9.35
H12 -17.86 -8.49 8.01
O7 -17.70 -3.88 7.97
H13 -16.99 -4.08 8.57
H14 -17.27 -3.69 7.13
O8 -14.76 -3.90 12.58
H15 -15.38 -4.38 13.13
H16 -13.90 -4.22 12.84
O9 -19.69 -9.00 11.17
H17 -20.13 -9.30 10.38
H18 -19.99 -8.09 11.28
O10 -15.38 -4.08 9.61
H19 -15.03 -3.97 10.49
H20 -14.67 -3.80 9.03
O11 -19.24 -1.85 10.82
H21 -19.97 -1.58 10.27
H22 -18.46 -1.69 10.29
O12 -16.92 -9.33 11.81
H23 -16.73 -8.46 11.45
H24 -17.87 -9.41 11.75

Calculated values
- HOMO (eV) = -10.50
- total energy (Eh) = -1444.7825
- charge = 0
- energy relative to the best compared isomer or geometry (same formula, charge and spin) (kcal/mol) = 30.31
- maximum force (eV Å⁻¹) = 1.1

[4]
This record from the OMol25 dataset describes a molecular structure, As2F12Rb at a distorted geometry. The level of theory is ωB97M-V with the def2-TZVPD basis set.

Element x y z (Å)
Rb1 1.47 1.06 -0.84
As1 -0.81 2.58 1.74
F1 0.97 2.39 1.69
F2 -0.79 1.48 3.20
F3 -2.60 2.73 1.93
F4 -0.75 3.65 0.31
F5 -1.18 1.22 0.63
F6 -0.67 4.00 2.83
As2 0.61 -2.76 -1.63
F7 0.33 -3.58 -0.08
F8 2.29 -2.45 -1.06
F9 0.99 -1.88 -3.15
F10 -1.08 -2.95 -2.18
F11 0.07 -1.20 -0.87
F12 1.15 -4.27 -2.51

Calculated values
- HOMO (alpha / beta) (eV) = -12.69 / -12.22
- multiplicity = 2
- total energy (Eh) = -5694.0679
- charge = 0
- maximum force (eV Å⁻¹) = 2.7

[5]
This record from the OMol25 dataset describes a molecular structure, As3F18K at a distorted geometry. The level of theory is ωB97M-V with the def2-TZVPD basis set.

Element x y z (Å)
K1 -1.94 1.32 0.01
As1 -0.67 3.98 6.09
F1 -1.44 5.62 5.93
F2 -0.22 4.11 4.36
F3 0.04 2.29 6.14
F4 -1.17 3.72 7.90
F5 -2.24 3.17 5.70
F6 0.89 4.70 6.63
As2 -0.54 0.15 -6.95
F7 -1.35 1.76 -7.15
F8 0.61 1.06 -5.94
F9 0.35 -1.41 -6.70
F10 -1.86 -0.62 -7.81
F11 0.45 0.49 -8.42
F12 -1.46 -0.13 -5.36
As3 1.49 -4.35 0.76
F13 3.22 -4.24 1.15
F14 1.85 -4.30 -1.05
F15 -0.27 -4.16 0.54
F16 1.13 -4.49 2.53
F17 1.60 -2.54 0.87
F18 1.54 -6.14 0.77

Calculated values
- HOMO (eV) = -7.76
- total energy (Eh) = -9105.3481
- charge = -2
- maximum force (eV Å⁻¹) = 2.9

[6]
This record from the OMol25 dataset describes a molecular structure, As5F30Hg at a distorted geometry. The level of theory is ωB97M-V with the def2-TZVPD basis set.

Element x y z (Å)
Hg1 -0.06 0.11 0.28
As1 -4.23 1.09 4.56
F1 -6.05 1.28 4.61
F2 -3.94 2.81 4.40
F3 -2.45 0.83 4.37
F4 -4.36 -0.71 4.74
F5 -4.25 0.87 2.78
F6 -4.13 1.14 6.30
As2 -0.79 -0.68 -5.72
F7 -1.74 0.76 -5.48
F8 -2.05 -1.49 -6.65
F9 0.20 -2.19 -5.75
F10 0.58 -0.08 -4.68
F11 -1.39 -1.25 -4.15
F12 0.04 0.05 -7.08
As3 5.96 -0.49 1.10
F13 4.67 0.50 1.82
F14 7.24 0.36 1.91
F15 7.02 -1.64 0.22
F16 4.48 -1.30 0.32
F17 6.06 0.71 -0.24
F18 5.85 -1.62 2.45
As4 -0.39 -6.63 1.77
F19 1.30 -6.98 2.11
F20 -0.20 -6.54 -0.02
F21 -2.13 -6.43 1.55
F22 -0.65 -6.71 3.56
F23 -0.14 -4.86 1.96
F24 -0.66 -8.37 1.73
As5 -0.56 6.85 -1.84
F25 1.23 7.01 -1.62
F26 -0.72 8.54 -2.43
F27 -2.32 6.45 -2.08
F28 -0.39 5.13 -1.22
F29 -0.76 7.31 -0.10
F30 -0.28 6.16 -3.47

Calculated values
- HOMO (eV) = -6.77
- total energy (Eh) = -14328.6615
- charge = -3
- energy relative to the best compared isomer or geometry (same formula, charge and spin) (kcal/mol) = 227.05
- maximum force (eV Å⁻¹) = 2.4

[7]
This record from the OMol25 dataset describes a molecular structure, AsF6H16O8 at a distorted geometry. The level of theory is ωB97M-V with the def2-TZVPD basis set.

Element x y z (Å)
As1 19.97 -4.51 -5.31
F1 19.37 -2.82 -5.68
F2 18.97 -4.71 -3.83
F3 20.48 -6.20 -5.02
F4 20.99 -4.50 -6.82
F5 21.25 -3.86 -4.30
F6 18.62 -5.05 -6.33
O1 17.28 -4.22 -1.43
H1 17.71 -4.66 -2.17
H2 17.92 -4.24 -0.72
O2 16.80 -2.19 -5.28
H3 16.80 -3.13 -5.41
H4 17.72 -1.94 -5.34
O3 20.92 -7.36 -8.34
H5 21.80 -7.04 -8.15
H6 20.37 -7.01 -7.63
O4 19.00 -1.09 -8.71
H7 19.18 -1.99 -8.96
H8 19.16 -1.06 -7.76
O5 23.70 -4.76 -4.29
H9 22.91 -4.24 -4.20
H10 24.05 -4.54 -5.15
O6 21.67 -8.58 -4.99
H11 21.70 -7.67 -4.72
H12 20.75 -8.75 -5.18
O7 23.55 -4.81 -7.43
H13 23.87 -5.60 -7.86
H14 22.59 -4.87 -7.50
O8 15.60 -5.07 -6.70
H15 15.61 -5.56 -5.88
H16 16.42 -5.32 -7.13

Calculated values
- HOMO (eV) = -8.11
- total energy (Eh) = -3446.7208
- charge = -1
- energy relative to the best compared isomer or geometry (same formula, charge and spin) (kcal/mol) = 15.29
- maximum force (eV Å⁻¹) = 2.4

[8]
This record from the OMol25 dataset describes a molecular structure, AsF6H24O12 at a distorted geometry. The level of theory is ωB97M-V with the def2-TZVPD basis set.

Element x y z (Å)
As1 0.05 -0.35 0.21
F1 0.46 -2.04 0.55
F2 -1.71 -0.83 0.00
F3 -0.42 1.38 -0.15
F4 1.74 0.08 0.49
F5 0.32 -0.50 -1.59
F6 -0.26 -0.09 2.00
O1 3.31 3.25 -6.28
H1 2.41 3.15 -5.99
H2 3.26 3.83 -7.04
O2 -1.82 3.05 7.56
H3 -1.00 3.47 7.82
H4 -1.64 2.11 7.60
O3 -6.20 2.50 0.10
H5 -6.97 2.18 0.58
H6 -5.58 1.77 0.12
O4 -1.99 3.64 -5.12
H7 -2.17 2.89 -4.55
H8 -2.22 3.33 -5.99
O5 6.46 -2.77 1.99
H9 6.66 -3.44 1.34
H10 6.07 -2.05 1.49
O6 -2.64 4.64 2.91
H11 -2.63 4.14 3.73
H12 -2.60 3.98 2.22
O7 -4.11 -5.04 -1.74
H13 -4.74 -5.62 -1.31
H14 -4.16 -4.22 -1.23
O8 0.14 -3.82 -4.91
H15 0.50 -2.94 -4.91
H16 -0.68 -3.75 -4.43
O9 -1.55 -4.77 4.19
H17 -1.12 -3.93 4.02
H18 -1.27 -5.33 3.48
O10 -0.49 -8.06 1.19
H19 0.45 -8.05 1.36
H20 -0.57 -8.42 0.31
O11 6.52 2.95 2.10
H21 5.81 2.45 1.69
H22 6.15 3.81 2.27
O12 2.90 5.91 -1.69
H23 2.04 5.51 -1.83
H24 3.28 5.97 -2.57

Calculated values
- HOMO (eV) = -9.19
- total energy (Eh) = -3752.4144
- charge = -1
- energy relative to the best compared isomer or geometry (same formula, charge and spin) (kcal/mol) = 70.80
- maximum force (eV Å⁻¹) = 2.2

[9]
This record from the OMol25 dataset describes a molecular structure, AuF2HOP at a distorted geometry. The level of theory is ωB97M-V with the def2-TZVPD basis set.

Element x y z (Å)
O1 0.55 -0.91 -1.28
P1 0.08 -0.78 0.28
H1 0.19 -0.27 -1.91
F1 0.81 1.28 0.65
F2 -0.71 -1.19 1.67
Au1 -0.91 1.86 0.58

Calculated values
- HOMO (alpha / beta) (eV) = -14.16 / -16.14
- multiplicity = 3
- total energy (Eh) = -752.1354
- charge = +1
- maximum force (eV Å⁻¹) = 6.3

[10]
This record from the OMol25 dataset describes a molecular structure, B2CuH16O4 at a distorted geometry. The level of theory is ωB97M-V with the def2-TZVPD basis set.

Element x y z (Å)
Cu1 0.13 0.09 0.03
B1 -0.99 -1.49 1.23
H1 -1.29 -1.23 0.08
H2 -1.61 -2.46 1.56
H3 0.21 -1.69 1.30
H4 -1.27 -0.56 1.94
B2 -1.81 1.34 -0.68
H5 -2.34 2.37 -1.01
H6 -1.12 0.96 -1.60
H7 -1.13 1.60 0.31
H8 -2.60 0.48 -0.43
O1 1.20 1.57 -1.06
H9 0.76 2.33 -1.45
H10 2.14 1.66 -1.18
O2 0.06 -1.32 -1.83
H11 0.61 -1.74 -2.50
H12 -0.83 -1.29 -2.20
O3 2.15 -0.94 0.16
H13 2.86 -1.07 -0.47
H14 2.27 -1.60 0.84
O4 0.81 0.89 1.96
H15 0.64 1.76 2.33
H16 1.14 0.35 2.68

Calculated values
- HOMO (alpha / beta) (eV) = -9.01 / -9.10
- multiplicity = 2
- total energy (Eh) = -2000.5502
- charge = 0
- energy relative to the best compared isomer or geometry (same formula, charge and spin) (kcal/mol) = 0.00
- maximum force (eV Å⁻¹) = 1.6

[11]
This record from the OMol25 dataset describes a molecular structure, B2CuH24O8 at a distorted geometry. The level of theory is ωB97M-V with the def2-TZVPD basis set.

Element x y z (Å)
Cu1 -0.48 -0.25 1.80
B1 0.16 -0.62 -0.51
H1 -0.53 0.35 -0.48
H2 -0.44 -1.53 0.01
H3 0.50 -0.95 -1.59
H4 1.17 -0.44 0.14
B2 -0.93 2.01 1.74
H5 -0.86 1.84 2.93
H6 -1.66 1.20 1.25
H7 -1.33 3.09 1.45
H8 0.19 1.96 1.29
O1 -1.75 2.81 -1.26
H9 -1.42 2.12 -1.85
H10 -1.28 2.68 -0.43
O2 -0.27 1.09 -3.11
H11 0.44 1.75 -3.05
H12 0.00 0.39 -2.50
O3 0.15 -2.24 2.26
H13 0.79 -2.44 2.96
H14 0.45 -2.72 1.48
O4 2.78 -2.25 -2.21
H15 3.08 -2.28 -1.30
H16 2.28 -1.43 -2.27
O5 -2.50 -0.95 1.56
H17 -2.57 -1.89 1.75
H18 -3.39 -0.65 1.37
O6 1.83 2.03 -0.95
H19 1.40 1.16 -0.91
H20 2.74 1.86 -0.72
O7 -1.37 -2.29 -2.67
H21 -1.26 -3.07 -2.13
H22 -0.90 -1.60 -2.18
O8 1.32 0.24 2.76
H23 2.16 -0.18 2.56
H24 1.51 1.19 2.85

Calculated values
- HOMO (alpha / beta) (eV) = -9.77 / -9.76
- multiplicity = 2
- total energy (Eh) = -2306.2967
- charge = 0
- energy relative to the best compared isomer or geometry (same formula, charge and spin) (kcal/mol) = 0.00
- maximum force (eV Å⁻¹) = 1.9

[12]
This record from the OMol25 dataset describes a molecular structure, B3H12Sn at a distorted geometry. The level of theory is ωB97M-V with the def2-TZVPD basis set.

Element x y z (Å)
Sn1 0.22 0.62 0.44
B1 1.68 -3.05 0.63
H1 1.94 -2.51 1.52
H2 1.98 -2.50 -0.25
H3 2.16 -4.02 0.66
H4 0.61 -3.23 0.60
B2 -1.23 -1.46 -2.76
H5 -1.31 -2.36 -3.36
H6 -1.71 -1.66 -1.82
H7 -0.20 -1.21 -2.56
H8 -1.63 -0.57 -3.22
B3 -0.47 4.42 2.03
H9 -1.33 3.90 1.61
H10 0.33 4.23 1.33
H11 -0.77 5.45 2.16
H12 -0.27 3.96 2.98

Calculated values
- HOMO (eV) = -6.68
- total energy (Eh) = -295.5568
- charge = -1
- energy relative to the best compared isomer or geometry (same formula, charge and spin) (kcal/mol) = 176.81
- maximum force (eV Å⁻¹) = 5.3

> maximum force of number 9 (AuF2HOP)?

6.3 eV Å⁻¹

> Which value of charge does entry 4 give?

0